# 1
Density functional theory data (ωB97M-V/def2-TZVPD) for a structure of composition C45H43F5O3P2SZr.

Last column: Löwdin charge in e.
Element x y z (Å)
Zr -0.12 0.14 -0.63  1.64
O -1.52 0.74 0.88  -0.51
P -1.39 0.83 2.41  0.74
C 0.39 0.79 2.80  -0.30
P 0.88 -0.92 2.40  0.72
O 0.47 -1.20 0.94  -0.48
C 0.16 -2.00 3.52  -0.34
C -0.40 -3.23 3.05  -0.11
C -0.91 -4.14 3.93  -0.15
C -0.91 -3.91 5.32  -0.15
C -0.31 -2.74 5.79  -0.17
C 0.21 -1.80 4.94  -0.14
C 2.69 -0.93 2.45  -0.25
C 3.40 -0.26 3.45  -0.09
C 4.76 -0.46 3.61  -0.11
C 5.44 -1.35 2.78  -0.12
C 4.73 -2.03 1.79  -0.10
C 3.37 -1.82 1.63  -0.09
C -2.26 -0.40 3.27  -0.33
C -2.40 -0.32 4.69  -0.13
C -3.15 -1.27 5.36  -0.16
C -3.77 -2.32 4.69  -0.14
C -3.66 -2.38 3.28  -0.14
C -2.94 -1.44 2.59  -0.12
C -1.93 2.49 2.90  -0.26
C -2.67 3.23 1.97  -0.09
C -3.19 4.46 2.32  -0.09
C -2.99 4.96 3.60  -0.11
C -2.25 4.24 4.53  -0.10
C -1.72 3.01 4.18  -0.09
H 0.54 0.99 3.86  0.06
H 0.93 1.55 2.21  0.04
H -0.45 -3.42 1.98  0.08
H -1.37 -5.04 3.53  0.09
H -1.32 -4.64 6.01  0.06
H -0.27 -2.55 6.86  0.09
H 0.67 -0.91 5.36  0.08
H 2.90 0.45 4.10  0.09
H 5.30 0.08 4.38  0.09
H 6.50 -1.50 2.90  0.09
H 5.25 -2.71 1.13  0.09
H 2.83 -2.35 0.86  0.10
H -1.94 0.48 5.26  0.07
H -3.22 -1.20 6.44  0.09
H -4.33 -3.06 5.24  0.07
H -4.13 -3.19 2.73  0.09
H -2.85 -1.52 1.51  0.09
H -2.80 2.84 0.97  0.10
H -3.74 5.03 1.59  0.10
H -3.40 5.93 3.87  0.09
H -2.08 4.63 5.52  0.09
H -1.13 2.46 4.90  0.09
C -1.03 1.77 -3.35  -0.16
O -1.08 1.01 -2.18  -0.52
C -2.02 -0.56 -2.44  -0.21
C -3.34 -0.12 -1.86  -0.14
H -0.89 2.82 -3.08  0.07
H -1.97 1.65 -3.91  0.07
H -0.21 1.45 -3.99  0.08
H -3.71 0.80 -2.33  0.06
H -3.37 0.01 -0.77  0.06
H -4.05 -0.91 -2.12  0.07
C -1.68 -3.25 -3.39  -0.07
C -0.68 -2.74 -2.33  -0.51
C 0.58 -2.30 -3.08  -0.07
C -1.29 -1.52 -1.60  -0.35
C -0.40 -3.88 -1.36  -0.17
C 0.87 -4.42 -1.17  -0.04
C 1.08 -5.50 -0.32  -0.10
C 0.02 -6.07 0.36  -0.11
C -1.25 -5.54 0.20  -0.10
C -1.46 -4.46 -0.65  -0.04
H -1.90 -2.44 -4.08  0.06
H -2.62 -3.55 -2.93  0.07
H -1.27 -4.10 -3.94  0.08
H 0.31 -1.47 -3.74  0.09
H 0.99 -3.11 -3.70  0.08
H 1.36 -1.95 -2.41  0.05
H -1.84 -1.83 -0.69  0.08
H 1.71 -4.00 -1.69  0.10
H 2.08 -5.88 -0.18  0.09
H 0.18 -6.89 1.04  0.09
H -2.09 -5.95 0.75  0.10
H -2.46 -4.07 -0.77  0.11
C 2.08 0.24 -1.19  -0.29
H 2.53 1.14 -0.75  -0.03
H 2.25 0.30 -2.27  -0.02
H 2.62 -0.63 -0.79  -0.04
F 3.52 7.23 -2.75  0.08
C 2.78 6.28 -2.14  -0.16
C 2.68 5.01 -2.66  -0.15
F 3.31 4.72 -3.81  0.09
C 1.92 4.05 -2.02  -0.25
F 1.85 2.85 -2.61  0.07
C 1.22 4.28 -0.83  -0.55
S 0.22 3.13 0.00  0.66
C 1.36 5.59 -0.33  -0.26
F 0.74 5.95 0.80  0.06
C 2.11 6.57 -0.96  -0.16
F 2.20 7.80 -0.43  0.09

As for the HOMO-LUMO gap: 0.1084 hartree. For the maximum force, the calculation gives 0.012 hartree/bohr. The energy above the lowest of the compared OMol25 structures with the same formula, charge and spin is 2.629 eV. As for the calculated total energy: -97785.8301 eV. As for the charge: -2.

# 2
Density functional theory data (ωB97M-V/def2-TZVPD) for a structure of composition C45H43N5O2PPdS2 in a non-equilibrium geometry.

Last column: Löwdin charge in e.
Element x y z (Å)
Pd -0.32 -0.63 1.08  0.70
C -0.38 3.71 6.60  -0.07
C -1.33 2.77 6.24  -0.07
C -1.17 2.03 5.08  -0.10
C -0.05 2.23 4.28  -0.35
C 0.92 3.16 4.65  -0.08
C 0.75 3.90 5.81  -0.07
P 0.14 1.16 2.80  1.08
C 1.52 1.96 1.92  -0.40
C 2.81 1.46 1.88  -0.09
C 3.77 2.10 1.11  -0.07
C 3.45 3.24 0.39  -0.08
C 2.16 3.75 0.43  -0.09
C 1.19 3.10 1.18  -0.13
C 0.69 -0.38 3.60  -0.41
C 1.46 -0.57 4.74  -0.06
C 1.56 -1.86 5.25  -0.07
C 0.85 -2.90 4.67  -0.08
C 0.09 -2.70 3.52  -0.12
C 0.04 -1.43 2.97  -0.22
H -0.52 4.31 7.49  0.11
H -2.20 2.62 6.86  0.11
H -1.90 1.29 4.79  0.11
H 1.80 3.31 4.03  0.10
H 1.50 4.62 6.10  0.11
H 3.05 0.57 2.44  0.10
H 4.78 1.70 1.06  0.11
H 4.21 3.74 -0.20  0.11
H 1.91 4.64 -0.13  0.10
H 0.17 3.48 1.21  0.11
H 1.97 0.26 5.21  0.12
H 2.18 -2.05 6.12  0.11
H 0.89 -3.89 5.11  0.11
H -0.46 -3.52 3.08  0.10
O -1.07 -2.73 0.13  -0.60
S -1.72 -3.91 -0.53  1.03
C -0.57 -5.36 -0.41  -0.30
C 0.86 -5.25 -0.97  -0.21
C 1.90 -5.12 0.16  -0.22
C 1.74 -3.83 0.95  -0.31
S 2.82 -2.43 0.48  1.04
O 2.03 -1.22 0.87  -0.56
C 2.78 -2.51 -1.33  -0.38
C 3.77 -3.21 -2.01  -0.09
C 3.82 -3.14 -3.39  -0.07
C 2.92 -2.35 -4.08  -0.07
C 1.95 -1.64 -3.39  -0.06
C 1.86 -1.74 -2.01  -0.09
C -1.68 -3.57 -2.30  -0.36
C -1.37 -4.50 -3.29  -0.07
C -1.46 -4.12 -4.62  -0.06
C -1.89 -2.86 -4.97  -0.06
C -2.23 -1.94 -3.98  -0.06
C -2.11 -2.29 -2.65  -0.08
H -1.14 -6.15 -0.89  0.09
H -0.55 -5.57 0.66  0.09
H 0.94 -4.41 -1.66  0.09
H 1.09 -6.15 -1.54  0.12
H 2.90 -5.18 -0.26  0.10
H 1.78 -5.97 0.83  0.12
H 1.98 -3.96 2.01  0.08
H 0.73 -3.43 0.88  0.04
H 4.51 -3.79 -1.46  0.11
H 4.59 -3.69 -3.93  0.11
H 2.98 -2.28 -5.16  0.11
H 1.27 -0.99 -3.92  0.10
H 1.10 -1.22 -1.46  0.07
H -1.06 -5.50 -3.04  0.11
H -1.19 -4.84 -5.39  0.11
H -1.97 -2.58 -6.01  0.11
H -2.58 -0.95 -4.25  0.10
H -2.34 -1.59 -1.86  0.08
C -3.07 0.84 -1.00  0.01
C -1.66 1.08 -1.43  -0.35
N -0.59 0.74 -0.74  0.04
C 0.50 1.20 -1.43  -0.13
C 0.09 1.83 -2.56  -0.05
N -1.29 1.74 -2.55  -0.01
C -2.17 2.31 -3.55  -0.06
N -3.07 3.26 -2.96  -0.07
N -4.41 3.08 -3.08  0.06
N -5.02 3.97 -2.41  0.08
C -4.09 4.78 -1.80  -0.22
C -4.24 5.87 -0.94  0.00
C -3.09 6.45 -0.45  -0.08
C -1.82 5.97 -0.79  -0.07
C -1.65 4.90 -1.65  -0.01
C -2.81 4.32 -2.15  -0.17
H -3.06 0.13 -0.18  0.08
H -3.69 0.46 -1.81  0.08
H -3.52 1.77 -0.64  0.09
H 1.51 1.06 -1.07  0.11
H 0.62 2.30 -3.36  0.13
H -2.81 1.54 -4.00  0.13
H -1.55 2.77 -4.32  0.15
H -5.23 6.23 -0.67  0.12
H -3.17 7.29 0.23  0.11
H -0.95 6.45 -0.37  0.11
H -0.66 4.54 -1.91  0.10

As for the HOMO-LUMO gap (alpha / beta): 0.2708 / 0.2708 hartree. For the maximum force, the calculation gives 0.038 hartree/bohr. The energy above the lowest of the compared OMol25 structures with the same formula, charge and spin is 1.481 eV. As for the calculated total energy: -93340.2816 eV. As for the charge: +1.